(1)
This record from the OMol25 dataset describes C4H6N2O2 in the gas phase at a distorted geometry. The level of theory is ωB97M-V/def2-TZVPD.

XYZ file:
```
14
C4H6N2O2 (ωB97M-V/def2-TZVPD)
O 3.16 0.95 0.06
C 2.42 0.02 -0.13
N 1.07 0.19 -0.02
N 0.25 -0.84 -0.21
C -0.84 -1.00 0.71
C -1.22 -0.37 -0.47
C -1.44 1.14 -0.44
O -1.11 1.82 0.47
H 2.75 -1.02 -0.47
H 0.61 0.90 0.55
H -1.00 -2.12 0.84
H -0.84 -0.39 1.63
H -1.60 -0.87 -1.39
H -2.21 1.60 -1.12
```

Output
HOMO energy = -9.257 eV
LUMO = 0.0043 Ha
HOMO-LUMO gap = 0.3445 Ha
SMILES string = O=CNN1C[C@H]1C=O
ΔE to the lowest compared entry with this formula, charge and spin = 89.8 kcal per mole



(2)
This record from the OMol25 dataset describes a 3-piece molecular cluster, C36H73BCl2N2O7PS overall at a distorted geometry. The level of theory is ωB97M-V/def2-TZVPD.

XYZ file:
```
123
C36H73BCl2N2O7PS (ωB97M-V/def2-TZVPD)
C 3.78 -3.40 1.85
C 2.33 -2.95 1.73
O 1.88 -3.17 0.39
P 0.62 -2.30 -0.15
O 0.20 -2.85 -1.46
C -0.60 -2.26 1.15
C -2.06 -2.29 0.62
C -2.40 -1.06 -0.22
B -4.00 -0.75 -0.58
C -5.03 -1.71 0.26
C -6.53 -1.32 0.17
C -7.13 -0.97 1.53
C -8.59 -0.52 1.44
O -8.74 0.89 1.75
C -8.70 1.73 0.70
O -9.46 1.69 -0.22
C -4.27 0.80 -0.05
S -3.21 2.06 -0.86
C -2.19 2.69 0.51
C -0.68 2.42 0.32
C -4.16 -0.80 -2.24
Cl -5.48 0.29 -2.89
C -4.29 -2.13 -2.97
C -3.25 -3.16 -2.55
Cl -5.93 -2.89 -2.84
O 1.18 -0.80 -0.17
C 2.51 -0.51 -0.62
C 2.74 -0.82 -2.10
H 4.30 -3.25 0.91
H 4.29 -2.84 2.63
H 3.85 -4.46 2.11
H 1.70 -3.54 2.41
H 2.23 -1.90 2.02
H -0.44 -3.09 1.84
H -0.49 -1.35 1.74
H -2.20 -3.22 0.07
H -2.69 -2.34 1.52
H -1.99 -0.19 0.34
H -1.79 -1.11 -1.13
H -4.74 -1.62 1.32
H -4.94 -2.77 0.00
H -7.10 -2.16 -0.23
H -6.70 -0.48 -0.50
H -7.09 -1.85 2.18
H -6.56 -0.17 2.00
H -9.23 -1.04 2.16
H -8.99 -0.70 0.44
H -7.88 2.45 0.75
H -5.30 1.15 -0.15
H -4.00 0.82 1.01
H -2.36 3.77 0.57
H -2.55 2.24 1.44
H -0.10 3.34 0.44
H -0.30 1.69 1.04
H -0.48 2.03 -0.68
H -3.26 -0.35 -2.67
H -4.18 -1.96 -4.05
H -2.27 -2.70 -2.46
H -3.52 -3.64 -1.61
H -3.17 -3.93 -3.32
H 2.63 0.56 -0.45
H 3.24 -1.03 0.01
H 3.26 0.01 -2.58
H 3.30 -1.75 -2.24
H 1.77 -0.92 -2.59
C 6.56 1.89 -6.57
C 5.10 1.76 -6.10
C 4.13 2.05 -7.26
C 4.00 3.53 -7.62
C 3.69 4.37 -6.38
C 4.71 4.16 -5.26
N 4.81 2.70 -4.96
O 3.84 2.28 -4.23
C 6.07 4.76 -5.64
C 4.25 4.87 -3.99
C 4.89 0.34 -5.61
H 7.19 2.32 -5.79
H 6.97 0.91 -6.80
H 6.67 2.50 -7.47
H 3.14 1.67 -6.98
H 4.45 1.47 -8.12
H 4.91 3.89 -8.11
H 3.19 3.65 -8.34
H 3.67 5.43 -6.63
H 2.70 4.11 -6.01
H 6.82 4.54 -4.88
H 5.96 5.84 -5.71
H 6.45 4.42 -6.60
H 3.26 4.56 -3.69
H 4.23 5.95 -4.18
H 4.94 4.68 -3.17
H 5.52 0.12 -4.75
H 5.16 -0.35 -6.42
H 3.85 0.15 -5.34
C 0.73 -2.51 7.55
C 0.68 -2.27 6.02
C 2.02 -1.74 5.51
C 2.28 -0.27 5.83
C 1.10 0.60 5.40
C -0.23 0.13 5.99
N -0.42 -1.32 5.65
O -0.81 -1.48 4.44
C -0.28 0.38 7.50
C -1.38 0.91 5.37
C 0.38 -3.61 5.36
H -0.23 -2.26 8.01
H 0.92 -3.56 7.76
H 1.51 -1.93 8.04
H 2.05 -1.87 4.42
H 2.81 -2.37 5.92
H 2.48 -0.14 6.90
H 3.18 0.05 5.31
H 1.26 1.64 5.69
H 1.03 0.59 4.31
H -1.19 -0.03 7.93
H -0.27 1.46 7.67
H 0.57 -0.03 8.04
H -1.38 0.85 4.28
H -1.29 1.96 5.65
H -2.34 0.54 5.73
H -0.60 -3.98 5.65
H 1.13 -4.33 5.67
H 0.40 -3.54 4.27
```

Output
2S+1 = 3
HOMO energy (alpha / beta) = -4.363 / -4.363 eV
Charge = -1
LUMO (alpha / beta) = 0.0723 / 0.0674 Ha
HOMO-LUMO gap (alpha / beta) = 0.2326 / 0.2278 Ha



(3)
This record from the OMol25 dataset describes C51H43ClMgN13O3P as an isolated structure. The level of theory is ωB97M-V/def2-TZVPD.

XYZ file:
```
113
C51H43ClMgN13O3P (ωB97M-V/def2-TZVPD)
Mg 0.57 -0.74 -1.34
C -1.16 3.87 1.30
N -0.38 2.69 1.03
C -0.65 1.68 0.20
N 0.29 0.76 0.27
C 1.16 1.29 1.18
N 0.79 2.45 1.67
C -2.45 3.58 2.03
C -3.34 4.64 2.24
C -4.55 4.42 2.87
C -4.90 3.14 3.30
C -4.02 2.09 3.10
C -2.79 2.31 2.47
C -4.38 0.75 3.55
N -5.47 0.37 4.11
N -5.33 -0.98 4.36
C -4.16 -1.31 3.94
O -3.49 -0.26 3.40
C -3.51 -2.62 4.01
C -4.19 -3.68 4.60
C -3.56 -4.91 4.71
C -2.26 -5.07 4.24
C -1.58 -4.02 3.65
C -0.16 -4.21 3.18
N 0.09 -3.68 1.86
C 0.42 -2.44 1.49
N 0.56 -2.39 0.18
C 0.30 -3.66 -0.21
N 0.02 -4.48 0.78
C -2.22 -2.79 3.53
H -1.37 4.38 0.36
H -0.51 4.52 1.90
H -1.53 1.64 -0.42
H 2.07 0.79 1.47
H -3.08 5.63 1.90
H -5.23 5.24 3.03
H -5.85 2.95 3.79
H -2.12 1.48 2.33
H -5.19 -3.53 4.97
H -4.08 -5.74 5.16
H -1.78 -6.04 4.33
H 0.08 -5.27 3.13
H 0.54 -3.74 3.88
H 0.58 -1.62 2.17
H 0.35 -3.99 -1.24
H -1.71 -1.95 3.06
C 7.70 0.52 1.83
C 7.47 -0.84 1.95
C 6.27 -1.39 1.51
C 5.29 -0.58 0.94
C 5.54 0.79 0.83
C 6.73 1.33 1.26
P 3.65 -1.16 0.36
C 3.75 -2.97 0.61
C 3.85 -3.88 -0.44
C 3.83 -5.25 -0.19
C 3.71 -5.73 1.11
C 3.61 -4.83 2.16
C 3.62 -3.46 1.91
C 3.77 -0.97 -1.45
C 5.00 -1.04 -2.10
C 5.06 -0.97 -3.48
C 3.88 -0.85 -4.20
C 2.67 -0.79 -3.54
C 2.55 -0.83 -2.14
H 8.64 0.94 2.17
H 8.22 -1.48 2.39
H 6.11 -2.46 1.59
H 4.78 1.43 0.38
H 6.91 2.40 1.15
H 3.93 -3.52 -1.46
H 3.90 -5.95 -1.01
H 3.69 -6.79 1.30
H 3.51 -5.19 3.18
H 3.53 -2.76 2.73
H 5.92 -1.14 -1.53
H 6.02 -1.01 -3.99
H 3.91 -0.82 -5.29
H 1.76 -0.72 -4.13
C -2.24 0.56 -3.61
C -0.99 1.37 -3.50
N 0.01 1.12 -2.69
C 0.99 2.04 -2.98
C 0.56 2.87 -3.96
N -0.70 2.44 -4.29
C -1.57 3.12 -5.21
N -2.03 4.38 -4.66
N -1.72 5.53 -5.30
N -2.19 6.52 -4.65
C -2.84 6.04 -3.53
C -3.52 6.71 -2.52
C -4.09 5.95 -1.53
C -3.98 4.54 -1.53
C -3.30 3.86 -2.52
C -2.74 4.65 -3.53
H -2.49 0.14 -2.64
H -2.08 -0.27 -4.30
H -3.09 1.15 -3.97
H 1.94 2.02 -2.47
H 1.03 3.71 -4.45
H -2.42 2.48 -5.45
H -1.04 3.37 -6.13
H -3.60 7.79 -2.53
H -4.64 6.43 -0.73
H -4.44 3.98 -0.73
H -3.23 2.79 -2.51
Cl -2.44 -1.22 -0.33
C -2.66 -2.45 -1.62
C -1.52 -2.52 -2.67
O -1.73 -3.34 -3.55
O -0.52 -1.75 -2.54
H -3.59 -2.22 -2.13
H -2.75 -3.41 -1.13
```

Output
HOMO energy = -7.674 eV
LUMO = -0.0139 Ha
HOMO-LUMO gap = 0.2681 Ha
ΔE to the lowest compared entry with this formula, charge and spin = 0.0 kcal per mole